# 1
The ion C4H10NOS with charge +1 in a non-equilibrium geometry, computed with ωB97M-V/def2-TZVPD.

Each line ends with the Löwdin charge.
Cartesian coordinates (Å):
O 2.23281 -0.27898 -1.51012  0.11
C 1.11347 -0.45542 -1.14148  -0.16
C 0.57972 0.13820 0.23770  -0.26
C -0.86618 0.54916 0.06752  -0.21
C -1.85322 -0.60554 -0.17547  -0.56
S -1.79607 -2.29562 0.47882  0.75
N 1.56666 1.23799 0.49256  0.22
H 0.44408 -1.19456 -1.62117  0.14
H 0.73566 -0.56280 1.04376  0.15
H -1.12393 1.12565 0.96586  0.12
H -1.04506 1.39690 -0.68218  0.16
H -1.85927 -0.72244 -1.26962  0.07
H -2.85573 -0.26764 0.10372  0.07
H -0.72868 -2.44261 1.28179  -0.16
H 2.43700 0.72879 0.71353  0.18
H 1.23335 1.78444 1.30257  0.19
H 1.78539 1.86446 -0.28778  0.18

Atoms 1-6, force components in eV/Å:
0.21 0.73 -0.11
-0.48 -1.58 1.50
0.43 -0.07 -3.22
-0.45 1.92 1.02
-0.12 0.74 -1.01
0.10 -0.63 0.15

Computed properties:
Gap between HOMO and LUMO: 8.68 eV
HOMO level: -0.467 hartree
SMILES: [NH3+][C@H](C=O)CCS
ΔE to the lowest compared entry with this formula, charge and spin: 48.8 kcal per mole
Calculated total energy: -686.29329 Ha
Charge: +1

***

# 2
A structure of composition C46H66AuFN7O6P in a non-equilibrium geometry, computed with ωB97M-V/def2-TZVPD.

Each line ends with the Löwdin charge.
Cartesian coordinates (Å):
Au 0.35292 0.95156 0.86673  1.34
C -3.86158 -3.15634 5.44433  -0.05
C -2.71268 -3.94434 4.82443  -0.18
N -2.09438 -3.23514 3.71393  -0.02
C -1.29678 -2.19464 4.01103  0.04
C -0.58538 -1.45634 3.10913  -0.01
C 0.13172 -0.23244 3.69413  -0.57
O 0.16492 -0.17544 4.91233  0.09
O 0.61982 0.66056 2.93953  -0.06
C -0.55408 -1.87044 1.73983  -0.31
O 0.09762 -1.35934 0.81403  -0.07
C -1.43748 -2.99754 1.43093  -0.05
C -1.51518 -3.43564 0.10703  0.08
C -2.42738 -4.38394 -0.26337  -0.18
F -2.43998 -4.81184 -1.54617  0.07
C -3.36248 -4.89724 0.65473  -0.14
C -3.25208 -4.49484 1.97763  0.07
C -2.26578 -3.59374 2.40013  -0.12
N -4.40358 -5.73964 0.27513  -0.10
C -4.72428 -6.93774 1.00473  -0.13
C -6.24358 -7.02924 1.15013  -0.09
N -6.83018 -7.08154 -0.21537  0.06
C -6.45318 -5.87414 -0.99877  -0.08
C -4.92848 -5.75964 -1.06607  -0.13
H -4.31178 -3.74044 6.24173  0.08
H -4.62578 -2.92464 4.70683  0.08
H -3.50118 -2.22194 5.86583  0.08
H -3.05148 -4.91974 4.47703  0.11
H -1.94288 -4.11614 5.58083  0.14
H -1.21888 -1.92314 5.05663  0.15
H -0.82958 -3.01794 -0.61177  0.14
H -3.98278 -4.86034 2.68013  0.11
H -4.24978 -6.93164 1.98403  0.14
H -4.35758 -7.82894 0.46963  0.14
H -6.62678 -6.13694 1.64853  0.15
H -6.53298 -7.91454 1.71663  0.14
H -7.85148 -7.16734 -0.16777  0.20
H -6.46268 -7.91274 -0.69727  0.19
H -6.87418 -5.00214 -0.49577  0.15
H -6.86388 -5.94034 -2.00667  0.15
H -4.68278 -4.83034 -1.57627  0.14
H -4.51388 -6.58914 -1.65717  0.14
O 2.59892 0.53436 0.54703  -0.39
P 3.52122 0.96906 -0.54427  0.88
C 5.19572 1.19286 0.24763  -0.33
C 6.33242 1.46246 -0.74117  -0.18
C 7.25602 0.25656 -0.88067  -0.20
C 7.90502 -0.09554 0.46203  -0.18
C 6.92252 0.06926 1.62973  -0.18
C 5.47772 -0.01234 1.14273  -0.21
C 2.89272 2.62336 -1.13277  -0.33
C 3.51162 3.31406 -2.34237  -0.19
C 3.06882 4.77726 -2.34527  -0.18
C 3.72172 5.54266 -1.19017  -0.18
C 3.95462 4.61806 0.00953  -0.19
C 2.85702 3.56106 0.08573  -0.21
C 3.62712 -0.38204 -1.82567  -0.31
C 2.23402 -0.96834 -2.08427  -0.19
C 1.63602 -0.41354 -3.36797  -0.20
C 2.46882 -0.83214 -4.58537  -0.18
C 3.93192 -1.06174 -4.20707  -0.19
C 4.35102 -0.05874 -3.13447  -0.19
H 5.04862 2.06116 0.90023  0.11
H 6.92302 2.31506 -0.39667  0.13
H 5.93062 1.72416 -1.72227  0.08
H 8.03152 0.47436 -1.61667  0.12
H 6.68982 -0.60134 -1.24717  0.10
H 8.77532 0.54056 0.62443  0.11
H 8.26172 -1.12494 0.41573  0.11
H 7.07402 1.03356 2.11863  0.12
H 7.09512 -0.70594 2.37683  0.11
H 4.78192 -0.00944 1.98223  0.11
H 5.33162 -0.94914 0.60313  0.11
H 1.86222 2.33636 -1.38077  0.08
H 3.17522 2.83436 -3.26187  0.11
H 4.60072 3.27966 -2.31757  0.11
H 1.98132 4.80826 -2.24867  0.11
H 3.32772 5.24096 -3.29677  0.12
H 3.08202 6.37706 -0.89977  0.11
H 4.67462 5.96256 -1.51257  0.11
H 3.97822 5.19876 0.93293  0.11
H 4.92552 4.13166 -0.08877  0.10
H 1.88682 4.06336 0.12873  0.11
H 2.94432 2.97706 1.00543  0.09
H 4.20362 -1.14384 -1.28317  0.12
H 1.58432 -0.76464 -1.23337  0.06
H 2.31392 -2.05434 -2.17657  0.12
H 1.58072 0.67536 -3.29847  0.09
H 0.61242 -0.76954 -3.48127  0.11
H 2.40952 -0.05564 -5.34777  0.11
H 2.06172 -1.74484 -5.02007  0.11
H 4.56352 -0.94494 -5.08787  0.12
H 4.07592 -2.07494 -3.82667  0.12
H 4.09582 0.93866 -3.48867  0.10
H 5.43152 -0.10494 -3.00007  0.10
N -0.15968 5.73246 2.71383  0.21
C -1.30048 5.70126 2.01213  -0.46
N -2.00658 6.82056 1.83983  0.21
N -1.77158 4.62186 1.43743  0.17
C -1.36328 3.43086 1.41773  -0.26
N -1.20778 2.28016 1.31463  0.12
H 0.16342 6.57536 3.15833  0.13
H 0.31572 4.87046 2.92543  0.12
H -1.73158 7.70546 2.22313  0.13
H -2.84768 6.76586 1.29293  0.13
C -5.72558 3.50676 0.44183  -0.05
C -4.53938 2.93916 -0.26677  -0.28
C -3.75858 3.75396 -1.07267  -0.02
C -2.63578 3.26986 -1.72507  -0.22
C -1.84938 4.14116 -2.65007  -0.02
C -2.26538 1.94966 -1.47277  -0.09
C -3.07438 1.07546 -0.75377  -0.24
C -2.74018 -0.37814 -0.63177  -0.03
C -4.20018 1.59826 -0.13457  -0.01
C -0.91298 1.47156 -2.03057  -0.60
O -0.91728 1.31266 -3.23587  0.12
O 0.06442 1.35086 -1.24887  -0.09
H -6.04758 4.43276 -0.02457  0.08
H -5.45648 3.72386 1.47543  0.08
H -6.55938 2.81086 0.45463  0.08
H -4.05028 4.78326 -1.22177  0.11
H -2.27238 5.14126 -2.70037  0.08
H -1.86068 3.70656 -3.64847  0.09
H -0.80898 4.20226 -2.33277  0.08
H -2.81298 -0.87174 -1.60267  0.10
H -3.41468 -0.87844 0.06343  0.08
H -1.71528 -0.48494 -0.27767  0.04
H -4.81518 0.94516 0.46743  0.11

Atoms 1-6, force components in eV/Å:
-0.54 0.82 -0.02
0.12 -0.18 -0.14
-0.44 -0.11 0.57
0.36 0.39 0.14
0.05 0.02 -0.05
0.34 0.62 -0.35

Computed properties:
Gap between HOMO and LUMO (spin up / spin down): 4.63 / 4.63 eV
HOMO level (spin up / spin down): -0.431 / -0.431 hartree
ΔE to the lowest compared entry with this formula, charge and spin: 52.5 kcal per mole
Calculated total energy: -3203.61817 Ha
Charge: +2

***

# 3
A cluster of 10 separate species, C21H39Cl18F3NO2P in total in a non-equilibrium geometry, computed with ωB97M-V/def2-TZVPD.

Each line ends with the Löwdin charge.
Cartesian coordinates (Å):
N 6.36698 5.03681 -0.78781  -0.35
P 5.98705 3.48584 -0.83191  0.60
C 4.35673 3.20585 -1.37877  -0.31
C 4.18023 1.68127 -1.34690  -0.83
O 3.60304 1.11655 -0.37550  -0.13
O 4.68024 1.05301 -2.32040  -0.16
C 3.42275 3.91245 -0.47972  -0.63
F 3.13905 5.20096 -0.91800  0.01
F 3.84488 4.16840 0.82995  -0.03
F 2.19350 3.35028 -0.34491  0.06
H 6.65717 5.36470 0.11884  -0.16
H 6.77682 2.74628 -1.73276  -0.01
H 6.19082 2.84111 0.41848  -0.03
Cl 2.07593 4.42314 6.02160  0.51
C 1.47869 5.34442 4.60359  -0.65
C 2.30100 5.10945 3.36483  -0.67
Cl 3.92665 5.79926 3.48468  0.56
H 1.46858 6.39527 4.88043  0.06
H 0.45461 5.01773 4.43091  0.07
H 1.81957 5.58388 2.51130  0.08
H 2.41109 4.04987 3.14407  0.07
Cl 0.65104 1.18437 -5.06205  0.50
C 1.36412 0.41247 -3.60582  -0.63
C 1.26545 -1.08082 -3.64938  -0.67
Cl -0.42678 -1.66405 -3.49570  0.52
H 0.86327 0.82053 -2.73304  0.07
H 2.42042 0.69840 -3.55839  0.07
H 1.81941 -1.49866 -2.81490  0.05
H 1.66670 -1.48650 -4.57201  0.05
Cl 5.31054 2.32339 3.81053  0.58
C 4.45342 1.42786 5.07536  -0.68
C 5.25811 1.29410 6.34182  -0.67
Cl 6.67630 0.22132 6.15229  0.51
H 4.18122 0.45560 4.67067  0.07
H 3.54121 1.98190 5.29534  0.03
H 4.64090 0.85843 7.12655  0.06
H 5.61963 2.26197 6.67862  0.06
Cl 9.62293 7.10047 2.93152  0.51
C 9.45884 5.46877 3.64280  -0.67
C 9.62582 4.37334 2.62124  -0.67
Cl 8.27662 4.31469 1.46179  0.62
H 8.48397 5.41134 4.12026  0.06
H 10.22969 5.38500 4.40851  0.06
H 9.65187 3.41231 3.13657  0.07
H 10.55114 4.49303 2.06119  0.06
Cl -3.97139 -5.09008 -4.05864  0.50
C -3.55859 -3.42850 -3.53268  -0.68
C -4.23997 -3.02645 -2.25544  -0.67
Cl -6.00626 -2.81670 -2.46526  0.52
H -3.80535 -2.75109 -4.34541  0.07
H -2.48232 -3.41335 -3.38412  -0.03
H -3.82715 -2.07142 -1.92342  -0.03
H -4.08890 -3.76150 -1.46892  0.07
Cl -4.70624 0.99145 -2.61902  0.54
C -4.02487 1.60612 -1.08764  -0.66
C -2.59641 1.17836 -0.88605  -0.63
Cl -2.46133 -0.57659 -0.61055  0.58
H -4.66109 1.25485 -0.27942  0.06
H -4.07641 2.69257 -1.12731  0.07
H -2.18344 1.67290 -0.00902  0.08
H -1.97588 1.42482 -1.74451  0.07
Cl -0.74379 -5.43500 -2.90389  0.56
C 0.75250 -5.74103 -1.98298  -0.65
C 1.65181 -4.53199 -1.91220  -0.65
Cl 2.39477 -4.10569 -3.47239  0.59
H 1.25552 -6.59031 -2.43777  0.06
H 0.44759 -6.01542 -0.97428  0.07
H 2.47193 -4.73236 -1.22485  0.08
H 1.10909 -3.65795 -1.55773  0.06
Cl -11.10218 -0.84359 -2.53798  0.52
C -9.68144 -1.71571 -1.89201  -0.67
C -10.05004 -3.00796 -1.21858  -0.70
Cl -10.94848 -2.76264 0.30393  0.52
H -9.16188 -1.04584 -1.21281  0.07
H -9.02755 -1.92834 -2.73561  0.06
H -9.14241 -3.55114 -0.96787  0.01
H -10.66102 -3.63382 -1.86123  0.04
Cl -9.86085 -6.48340 -2.23642  0.57
C -9.00712 -7.50148 -1.05086  -0.65
C -9.33692 -7.14348 0.37411  -0.65
Cl -8.67621 -5.56417 0.87007  0.57
H -7.94122 -7.41418 -1.24439  0.07
H -9.31442 -8.52810 -1.24254  0.07
H -8.89313 -7.88568 1.03573  0.07
H -10.41020 -7.12189 0.54420  0.07

Atoms 1-6, force components in eV/Å:
0.50 -0.25 0.02
-0.89 1.45 -0.99
-0.28 -0.86 1.24
-0.26 -0.44 -0.22
-0.20 0.14 0.07
0.12 -0.20 -0.46

Computed properties:
Gap between HOMO and LUMO: 2.79 eV
HOMO level: -0.010 hartree
Calculated total energy: -9953.23940 Ha
Charge: -2

***

# 4
A cluster of 8 separate species, C6H29N2O7 in total in a non-equilibrium geometry, computed with ωB97M-V/def2-TZVPD.

Each line ends with the Löwdin charge.
Cartesian coordinates (Å):
C -0.00445 0.20936 0.57784  -0.22
N 0.73762 0.92637 1.57988  -0.11
C 0.88612 0.19745 2.83576  -0.15
C -0.33779 1.07397 -0.66224  -0.25
N -1.37935 0.30860 -1.39213  0.08
C -0.89760 0.18147 -2.83336  -0.11
C 0.62060 0.32219 -2.76293  -0.17
C 0.80342 1.34928 -1.63576  -0.14
H -0.96680 -0.16924 0.90356  0.11
H 0.57217 -0.65560 0.23529  0.10
H 1.64831 1.16779 1.20145  0.07
H 1.83048 -0.31606 2.96952  0.05
H 0.79490 0.86328 3.69978  0.07
H 0.07666 -0.52917 2.93983  0.08
H -0.71278 1.99715 -0.22985  0.12
H -2.32178 0.69095 -1.38614  0.13
H -1.32784 -0.66691 -1.12828  0.09
H -1.33091 -0.75879 -3.16125  0.12
H -1.27009 1.01946 -3.39056  0.12
H 0.94556 0.76909 -3.69362  0.11
H 1.13103 -0.60826 -2.54553  0.09
H 1.73713 1.22560 -1.08464  0.07
H 0.86958 2.38513 -1.95926  0.11
H 4.12844 0.83521 -0.72516  -0.02
H 4.40356 1.38629 0.68335  0.00
O 3.82270 0.76086 0.20466  -0.29
H 3.24553 -0.60698 0.99725  -0.04
H 3.74289 -1.90354 1.67106  0.03
O 2.93546 -1.44928 1.40622  -0.17
H -0.14740 -3.97101 1.42789  0.06
H 0.53475 -2.57063 1.32953  0.03
O -0.21835 -3.09894 1.02857  -0.06
H -0.20530 -3.02192 -0.84925  0.01
H 0.24852 -3.07395 -2.26016  0.06
O -0.32704 -2.53938 -1.69456  -0.08
H -4.32787 1.79404 -0.06412  0.06
H -2.87182 2.13801 0.61733  0.01
O -3.40215 1.56517 0.03369  -0.06
H -3.52442 -1.05935 0.69570  0.04
H -2.87015 -2.41847 0.16108  0.05
O -2.92458 -1.46427 0.06672  -0.05
H -0.70088 2.27591 2.00187  0.03
H -2.12808 2.70095 2.47184  0.06
O -1.51800 2.73817 1.71912  -0.07

Atoms 1-6, force components in eV/Å:
0.57 -0.28 -1.28
-0.46 0.61 0.32
-0.28 0.11 0.83
0.37 0.49 1.60
1.29 0.10 -2.44
0.08 0.00 0.54

Computed properties:
Spin multiplicity: 2
Gap between HOMO and LUMO (spin up / spin down): 2.00 / 8.94 eV
HOMO level (spin up / spin down): -0.077 / -0.335 hartree
<S²>: 0.750
ΔE to the lowest compared entry with this formula, charge and spin: 0.0 kcal per mole
Calculated total energy: -882.07869 Ha

***

What is the calculated total energy in the first record?
-686.29329 Ha

***

Which of these has the highest calculated total energy?
C4H10NOS

***

What did the first record say?
The ion C4H10NOS with charge +1 in a non-equilibrium geometry, computed with ωB97M-V/def2-TZVPD.

Each line ends with the Löwdin charge.
Cartesian coordinates (Å):
O 2.23281 -0.27898 -1.51012  0.11
C 1.11347 -0.45542 -1.14148  -0.16
C 0.57972 0.13820 0.23770  -0.26
C -0.86618 0.54916 0.06752  -0.21
C -1.85322 -0.60554 -0.17547  -0.56
S -1.79607 -2.29562 0.47882  0.75
N 1.56666 1.23799 0.49256  0.22
H 0.44408 -1.19456 -1.62117  0.14
H 0.73566 -0.56280 1.04376  0.15
H -1.12393 1.12565 0.96586  0.12
H -1.04506 1.39690 -0.68218  0.16
H -1.85927 -0.72244 -1.26962  0.07
H -2.85573 -0.26764 0.10372  0.07
H -0.72868 -2.44261 1.28179  -0.16
H 2.43700 0.72879 0.71353  0.18
H 1.23335 1.78444 1.30257  0.19
H 1.78539 1.86446 -0.28778  0.18

Atoms 1-6, force components in eV/Å:
0.21 0.73 -0.11
-0.48 -1.58 1.50
0.43 -0.07 -3.22
-0.45 1.92 1.02
-0.12 0.74 -1.01
0.10 -0.63 0.15

Computed properties:
Gap between HOMO and LUMO: 8.68 eV
HOMO level: -0.467 hartree
SMILES: [NH3+][C@H](C=O)CCS
ΔE to the lowest compared entry with this formula, charge and spin: 48.8 kcal per mole
Calculated total energy: -686.29329 Ha
Charge: +1

***

Which formula does entry 2 have?
C46H66AuFN7O6P